{
  "formula": "C21H24N2OP2SW",
  "method": "wB97M-V/def2-TZVPD",
  "elements": ["W", "S", "P", "P", "O", "N", "N", "C", "C", "C", "C", "C", "C", "C", "C", "C", "C", "C", "C", "C", "C", "C", "C", "C", "C", "C", "C", "C", "H", "H", "H", "H", "H", "H", "H", "H", "H", "H", "H", "H", "H", "H", "H", "H", "H", "H", "H", "H", "H", "H", "H", "H"],
  "positions_angstrom": [[1.099, -0.436, 0.218], [3.165, -1.263, 0.947], [0.778, -2.237, -1.231], [1.986, 1.458, -0.709], [0.825, 1.019, 2.952], [3.177, -1.230, 3.809], [-0.778, 0.232, -0.069], [3.074, -1.185, 2.638], [2.030, -2.662, -2.451], [-2.128, 2.902, 2.074], [-1.459, 4.006, 1.571], [-2.728, -0.644, 1.028], [2.764, 2.498, 0.556], [-2.515, 0.411, 1.965], [-3.875, -2.589, 0.117], [-1.828, -0.701, -0.064], [-1.911, -1.729, -1.034], [-0.822, -1.898, -2.080], [-1.118, 1.541, 0.339], [0.575, 2.495, -1.292], [3.157, 1.371, -2.074], [-3.742, -1.628, 1.118], [-2.979, -2.625, -0.961], [-0.426, 2.661, -0.170], [0.187, 0.193, 2.312], [0.441, -3.758, -0.281], [-0.636, 3.896, 0.452], [-1.978, 1.640, 1.455], [-0.122, 4.764, 0.029], [0.211, -4.580, -0.977], [0.998, 3.464, -1.605], [-3.132, 0.454, 2.866], [-2.758, 2.954, 2.965], [3.679, 1.991, 0.885], [2.095, 2.604, 1.419], [3.465, 2.381, -2.380], [1.627, -3.427, -3.132], [-1.034, -2.751, -2.747], [1.334, -4.000, 0.311], [-0.408, -3.613, 0.403], [2.917, -3.054, -1.931], [-4.671, -3.319, 0.179], [0.133, 1.997, -2.167], [2.323, -1.773, -3.025], [3.008, 3.489, 0.140], [-3.086, -3.358, -1.760], [2.692, 0.844, -2.917], [-4.406, -1.588, 1.979], [4.030, 0.804, -1.726], [-0.699, -0.997, -2.703], [-0.965, 0.012, 2.674], [-1.566, 4.963, 2.079]],
  "total_charge": 2,
  "e_homo_ev": [-14.133, -15.009],
  "multiplicity": 3,
  "orbital_gap_ev": [5.61, 6.67],
  "energy_ev": -58415.2180
}

{
  "formula": "C21H24N3O4PRuS4",
  "method": "wB97M-V/def2-TZVPD",
  "elements": ["Ru", "S", "S", "S", "S", "P", "O", "O", "O", "O", "N", "N", "N", "C", "C", "C", "C", "C", "C", "C", "C", "C", "C", "C", "C", "C", "C", "C", "C", "C", "C", "C", "C", "C", "H", "H", "H", "H", "H", "H", "H", "H", "H", "H", "H", "H", "H", "H", "H", "H", "H", "H", "H", "H", "H", "H", "H", "H"],
  "positions_angstrom": [[-1.442, 0.682, -1.031], [-4.837, -0.837, -0.860], [-3.246, -0.893, -2.077], [-3.873, 2.350, -1.035], [-5.283, 1.147, -0.422], [0.750, -0.624, -0.803], [-0.630, -0.184, -3.177], [0.049, 3.904, 1.511], [1.054, 0.233, -4.603], [-0.508, 1.985, 0.524], [-2.194, -0.490, 3.294], [-2.262, -0.168, 1.134], [-0.943, 2.576, -2.430], [3.465, 0.519, 2.743], [4.012, 0.494, 1.470], [0.582, 3.650, -0.800], [0.861, -2.452, -0.853], [-2.561, 1.871, 2.571], [0.944, -5.234, -1.035], [1.927, -3.164, -0.306], [-0.164, -3.148, -1.491], [-0.518, 3.854, -1.842], [1.884, -0.187, 0.553], [1.338, -0.143, 1.837], [0.011, 3.159, 0.530], [1.610, -0.129, -2.330], [0.594, -0.024, -3.491], [-2.025, -1.735, 2.718], [3.225, 0.140, 0.380], [-2.073, -1.513, 1.380], [-0.119, -4.533, -1.585], [-2.339, 0.427, 2.303], [1.967, -4.548, -0.394], [2.125, 0.198, 2.925], [-0.174, 4.548, -2.616], [-1.622, 2.373, 2.810], [2.426, -0.792, -2.622], [4.076, 0.802, 3.591], [0.285, -0.354, 1.972], [5.053, 0.755, 1.321], [3.663, 0.123, -0.611], [1.300, 2.914, -1.177], [-0.921, -5.059, -2.087], [-0.261, 2.240, -3.104], [-0.995, -2.598, -1.921], [2.724, -2.634, 0.203], [0.976, -6.315, -1.104], [-2.950, 2.342, 1.671], [2.031, 0.869, -2.179], [1.686, 0.238, 3.915], [2.798, -5.092, 0.038], [1.107, 4.588, -0.625], [-1.988, -2.218, 0.570], [-1.805, 2.688, -2.954], [-1.898, -2.630, 3.300], [-2.220, -0.283, 4.276], [-1.388, 4.310, -1.363], [-3.279, 2.002, 3.385]],
  "total_charge": -1,
  "e_homo_ev": [-3.863, -4.807],
  "multiplicity": 6,
  "orbital_gap_ev": [6.39, 5.98],
  "energy_ev": -90042.5956
}

{
  "formula": "C21H24NO8S",
  "method": "wB97M-V/def2-TZVPD",
  "elements": ["S", "O", "O", "O", "O", "O", "O", "O", "O", "N", "C", "C", "C", "C", "C", "C", "C", "C", "C", "C", "C", "C", "C", "C", "C", "C", "C", "C", "C", "C", "C", "H", "H", "H", "H", "H", "H", "H", "H", "H", "H", "H", "H", "H", "H", "H", "H", "H", "H", "H", "H", "H", "H", "H", "H"],
  "positions_angstrom": [[-0.647, 2.563, -1.135], [0.603, 2.923, -1.779], [-0.145, -1.121, -0.676], [2.450, 0.277, 1.462], [-1.522, 3.633, -0.732], [1.406, -2.072, 0.654], [1.979, -0.102, -1.943], [-0.524, -1.159, 5.818], [3.082, 1.577, -0.951], [-0.530, 1.378, -0.069], [3.715, -0.347, 1.207], [-1.059, -2.493, 5.885], [-1.545, 1.643, -2.385], [0.704, -3.322, 0.468], [-0.515, -0.493, 4.632], [2.190, 0.576, -0.952], [-0.919, -0.268, 2.258], [0.593, 1.252, 3.387], [-3.630, -0.541, -5.449], [-1.575, -0.068, -4.083], [-0.897, 0.640, -3.094], [0.839, -1.019, 0.040], [0.510, 1.310, 0.850], [-3.565, 1.211, -3.624], [-1.169, -0.938, 3.458], [0.287, 0.676, 4.598], [1.529, 0.311, 0.405], [0.021, 0.762, 2.204], [3.555, 1.806, -2.292], [-2.891, 1.929, -2.640], [-2.919, 0.212, -4.362], [-0.978, -2.754, 6.938], [-1.052, -0.846, -4.640], [3.913, 0.862, -2.707], [0.769, -3.845, 1.424], [1.185, -3.889, -0.336], [0.721, 1.041, 5.530], [2.717, 2.188, -2.882], [-3.421, -1.614, -5.381], [-1.439, -0.561, 1.342], [-0.336, -3.114, 0.195], [-3.297, -0.210, -6.441], [-1.820, -1.815, 3.469], [4.359, 2.536, -2.208], [-3.396, 2.693, -2.057], [-4.710, -0.383, -5.381], [4.301, 0.211, 0.463], [-4.616, 1.426, -3.836], [0.134, 0.377, -2.879], [1.021, 2.279, 1.007], [3.579, -1.386, 0.881], [1.299, 2.078, 3.319], [-0.462, -3.191, 5.284], [-2.108, -2.516, 5.567], [4.225, -0.304, 2.169]],
  "total_charge": -1,
  "e_homo_ev": -4.031,
  "multiplicity": 1,
  "smiles": "COC(=O)C(OC)(C(=O)OC)[C@@H](N=[S@@](=O)([O-])c1ccc(C)cc1)c1ccc(OC)cc1",
  "orbital_gap_ev": 6.67,
  "energy_ev": -50871.1499
}

{
  "formula": "C21H25AsIrO8S",
  "method": "wB97M-V/def2-TZVPD",
  "elements": ["Ir", "As", "S", "O", "O", "O", "O", "O", "O", "O", "O", "C", "C", "C", "C", "C", "C", "C", "C", "C", "C", "C", "C", "C", "C", "C", "C", "C", "C", "C", "C", "C", "H", "H", "H", "H", "H", "H", "H", "H", "H", "H", "H", "H", "H", "H", "H", "H", "H", "H", "H", "H", "H", "H", "H", "H", "H"],
  "positions_angstrom": [[0.151, 1.328, -0.132], [3.728, 1.549, -0.747], [2.253, 1.291, 0.859], [0.003, 3.516, -3.575], [-2.387, 4.059, 2.078], [-0.911, 2.487, 1.520], [-1.414, -0.180, 0.573], [0.470, -0.600, -1.636], [0.700, -2.911, -1.589], [0.543, 2.668, -1.586], [-2.005, 2.244, -0.931], [-2.258, -2.386, 0.122], [-2.924, -1.938, -1.037], [-1.772, 2.541, -2.317], [-2.416, 3.365, -0.157], [-3.922, -2.696, -1.619], [-4.271, -3.924, -1.069], [-0.080, -0.930, 2.819], [-0.351, -1.893, 1.829], [1.345, -2.485, 3.975], [0.260, -3.156, 1.936], [-1.829, 3.250, 1.227], [3.341, 0.537, -2.324], [-2.626, -3.629, 0.664], [1.093, -3.443, 3.000], [3.795, 3.413, -1.176], [-3.620, -4.383, 0.069], [0.756, -1.230, 3.879], [-0.332, 2.977, -2.568], [5.398, 0.981, -0.008], [0.519, -1.778, -1.528], [-1.228, -1.577, 0.724], [-3.902, -5.330, 0.508], [-1.966, 4.002, 2.954], [-3.504, 3.413, -0.093], [1.991, -2.718, 4.810], [4.138, 3.958, -0.299], [6.172, 1.118, -0.763], [1.550, -4.420, 3.071], [-5.050, -4.519, -1.526], [-4.420, -2.340, -2.510], [4.489, 3.556, -2.004], [-2.457, 3.305, -2.680], [5.332, -0.067, 0.274], [0.934, -0.489, 4.647], [-1.955, 1.621, -2.872], [4.195, 0.640, -2.994], [2.797, 3.734, -1.466], [-2.054, 4.307, -0.583], [-2.164, -3.980, 1.575], [0.088, -3.905, 1.176], [-2.309, -0.004, 0.239], [2.450, 0.940, -2.800], [-2.630, -1.009, -1.520], [5.622, 1.588, 0.868], [-0.558, 0.039, 2.777], [3.205, -0.510, -2.064]],
  "total_charge": 2,
  "e_homo_ev": [-12.269, -14.275],
  "multiplicity": 6,
  "orbital_gap_ev": [7.07, 5.48],
  "energy_ev": -113057.8560
}

> What is the formula in the second record?

C21H24N3O4PRuS4

Please write out number 3 again, unchanged.
{
  "formula": "C21H24NO8S",
  "method": "wB97M-V/def2-TZVPD",
  "elements": ["S", "O", "O", "O", "O", "O", "O", "O", "O", "N", "C", "C", "C", "C", "C", "C", "C", "C", "C", "C", "C", "C", "C", "C", "C", "C", "C", "C", "C", "C", "C", "H", "H", "H", "H", "H", "H", "H", "H", "H", "H", "H", "H", "H", "H", "H", "H", "H", "H", "H", "H", "H", "H", "H", "H"],
  "positions_angstrom": [[-0.647, 2.563, -1.135], [0.603, 2.923, -1.779], [-0.145, -1.121, -0.676], [2.450, 0.277, 1.462], [-1.522, 3.633, -0.732], [1.406, -2.072, 0.654], [1.979, -0.102, -1.943], [-0.524, -1.159, 5.818], [3.082, 1.577, -0.951], [-0.530, 1.378, -0.069], [3.715, -0.347, 1.207], [-1.059, -2.493, 5.885], [-1.545, 1.643, -2.385], [0.704, -3.322, 0.468], [-0.515, -0.493, 4.632], [2.190, 0.576, -0.952], [-0.919, -0.268, 2.258], [0.593, 1.252, 3.387], [-3.630, -0.541, -5.449], [-1.575, -0.068, -4.083], [-0.897, 0.640, -3.094], [0.839, -1.019, 0.040], [0.510, 1.310, 0.850], [-3.565, 1.211, -3.624], [-1.169, -0.938, 3.458], [0.287, 0.676, 4.598], [1.529, 0.311, 0.405], [0.021, 0.762, 2.204], [3.555, 1.806, -2.292], [-2.891, 1.929, -2.640], [-2.919, 0.212, -4.362], [-0.978, -2.754, 6.938], [-1.052, -0.846, -4.640], [3.913, 0.862, -2.707], [0.769, -3.845, 1.424], [1.185, -3.889, -0.336], [0.721, 1.041, 5.530], [2.717, 2.188, -2.882], [-3.421, -1.614, -5.381], [-1.439, -0.561, 1.342], [-0.336, -3.114, 0.195], [-3.297, -0.210, -6.441], [-1.820, -1.815, 3.469], [4.359, 2.536, -2.208], [-3.396, 2.693, -2.057], [-4.710, -0.383, -5.381], [4.301, 0.211, 0.463], [-4.616, 1.426, -3.836], [0.134, 0.377, -2.879], [1.021, 2.279, 1.007], [3.579, -1.386, 0.881], [1.299, 2.078, 3.319], [-0.462, -3.191, 5.284], [-2.108, -2.516, 5.567], [4.225, -0.304, 2.169]],
  "total_charge": -1,
  "e_homo_ev": -4.031,
  "multiplicity": 1,
  "smiles": "COC(=O)C(OC)(C(=O)OC)[C@@H](N=[S@@](=O)([O-])c1ccc(C)cc1)c1ccc(OC)cc1",
  "orbital_gap_ev": 6.67,
  "energy_ev": -50871.1499
}